No. 1
The following is a quantum chemistry calculation of a molecular structure, C54H39FI2O11, from OMol25.

Computed properties:
- E_HOMO: -9.3 eV
- E_LUMO: -1.11 eV

XYZ file:
```
107
Properties=species:S:1:pos:R:3:forces:R:3:mulliken_charge:R:1
C -2.957 2.902 -0.902 -0.50 -0.52 -0.76 -1.267
C -1.917 1.856 -1.243 -3.28 1.03 -0.61 0.747
O -0.823 1.986 -0.902 3.78 -0.45 0.91 -0.420
O -2.412 0.819 -2.024 -0.49 -0.47 0.66 -0.338
C -1.902 -0.485 -1.763 -3.10 1.15 0.65 0.504
O -0.835 -0.769 -2.069 3.53 -1.29 -0.91 -0.363
C -2.916 -1.445 -1.197 -0.18 0.36 0.35 -1.283
C -2.450 -2.317 0.020 -0.54 -0.84 -0.65 0.117
O -1.041 -2.412 0.176 -0.60 -0.39 0.57 -0.440
C -0.454 -1.633 1.149 -0.96 -1.88 1.53 0.252
O 0.061 -0.646 0.845 1.86 3.66 -1.52 -0.427
C -0.357 -2.101 2.588 0.23 -1.80 -0.50 -0.059
C 0.948 -1.665 3.266 -0.62 0.09 -0.07 -0.716
C 0.729 -0.548 4.258 1.12 -0.42 0.03 -0.495
F 0.129 0.534 3.665 -0.55 0.34 -0.14 -0.267
C -3.240 -2.110 1.301 -0.28 -1.14 0.48 -0.823
I -3.935 -3.931 2.196 0.49 0.27 -0.50 0.194
C -3.497 -0.965 1.895 -0.12 0.73 0.33 0.164
C -3.038 0.353 1.329 -0.64 0.56 0.97 -0.650
I -4.577 -0.816 3.726 0.37 0.13 -0.54 0.144
H -2.734 3.340 0.060 0.14 0.05 0.11 0.334
H -2.917 3.670 -1.674 0.06 0.12 0.03 0.367
H -3.957 2.479 -0.922 -0.14 0.04 0.08 0.343
H -3.171 -2.107 -2.020 0.20 -0.23 -0.12 0.428
H -3.847 -0.952 -0.952 -0.11 0.20 0.06 0.538
H -2.738 -3.317 -0.286 0.12 -0.17 -0.04 0.806
H -1.245 -1.856 3.160 -0.15 0.31 0.01 0.167
H -0.350 -3.194 2.546 -0.21 -0.06 0.03 0.382
H 1.343 -2.523 3.804 0.12 -0.03 0.21 0.350
H 1.681 -1.394 2.514 0.08 0.20 -0.05 0.344
H 0.147 -0.897 5.107 -0.39 0.12 0.05 0.316
H 1.696 -0.212 4.627 0.09 0.09 0.18 0.333
H -3.432 0.505 0.335 0.17 -0.09 -0.31 -0.167
H -1.967 0.517 1.398 0.15 -0.18 -0.23 0.212
H -3.493 1.138 1.927 0.06 0.19 -0.01 0.634
C -6.311 -8.148 5.263 0.00 -0.05 0.03 -0.595
C -6.453 -9.301 6.029 0.03 0.06 -0.03 -0.418
C -5.333 -9.974 6.487 -0.18 -0.03 0.03 -0.638
C -4.064 -9.504 6.172 0.05 0.11 -0.10 0.391
C -3.921 -8.360 5.384 0.02 -0.11 0.08 0.158
C -5.049 -7.680 4.941 -0.15 0.04 -0.04 -0.535
C -2.571 -7.867 4.996 0.02 0.27 -0.18 0.484
O -2.446 -6.870 4.315 -0.02 0.00 0.00 -0.684
C -1.379 -8.629 5.457 -0.04 -0.12 0.07 0.071
C -0.113 -8.217 5.060 0.18 0.03 -0.03 -0.554
C 1.006 -8.909 5.491 -0.02 -0.05 0.05 -0.520
C 0.866 -10.011 6.329 -0.01 0.06 -0.04 -0.450
C -0.394 -10.429 6.723 0.16 -0.07 0.03 -0.600
C -1.520 -9.746 6.282 -0.02 0.12 -0.08 0.304
C -2.869 -10.227 6.687 -0.04 -0.28 0.21 0.521
O -2.993 -11.190 7.416 0.01 0.04 -0.03 -0.669
H -7.188 -7.619 4.913 0.01 0.00 0.00 0.407
H -7.441 -9.673 6.270 0.01 0.01 0.00 0.393
H -5.443 -10.867 7.087 0.13 0.01 0.02 0.474
H -4.938 -6.786 4.341 0.12 -0.02 0.01 0.638
H -0.003 -7.359 4.411 -0.13 0.01 0.02 0.542
H 1.991 -8.590 5.177 -0.01 0.00 0.00 0.402
H 1.742 -10.547 6.671 -0.01 0.00 0.00 0.398
H -0.504 -11.288 7.371 -0.13 0.02 -0.02 0.474
C 0.988 1.136 -3.373 -0.22 0.15 -0.10 0.187
C 1.004 2.015 -4.451 0.05 -0.08 0.05 -0.655
C 2.202 2.519 -4.924 -0.14 -0.01 -0.19 -0.451
C 3.396 2.153 -4.316 0.07 -0.25 0.07 -0.344
C 3.381 1.285 -3.218 -0.01 0.09 -0.14 0.184
C 2.174 0.772 -2.757 -0.10 -0.02 0.05 -1.286
C 4.644 0.919 -2.522 -0.07 -0.23 0.27 0.625
O 4.639 0.163 -1.571 0.04 0.03 -0.05 -0.681
C 5.921 1.512 -3.011 -0.01 0.10 -0.10 0.176
C 7.105 1.229 -2.341 0.17 -0.01 0.06 -0.595
C 8.300 1.763 -2.791 -0.02 0.03 -0.06 -0.483
C 8.320 2.576 -3.921 -0.02 -0.04 0.05 -0.516
C 7.143 2.865 -4.589 0.18 0.06 -0.02 -0.576
C 5.939 2.342 -4.133 -0.03 -0.07 0.11 0.195
C 4.677 2.690 -4.843 -0.05 0.20 -0.34 0.983
O 4.698 3.404 -5.826 0.02 -0.01 0.07 -0.693
H 0.046 0.742 -3.001 0.49 0.20 -0.19 0.649
H 0.074 2.309 -4.922 0.01 0.00 0.01 0.457
H 2.206 3.202 -5.763 0.18 0.00 0.02 0.478
H 2.158 0.094 -1.914 0.08 0.04 0.02 0.669
H 7.089 0.594 -1.465 -0.14 -0.02 -0.03 0.476
H 9.220 1.545 -2.265 -0.01 0.00 -0.01 0.402
H 9.257 2.986 -4.276 -0.01 0.00 0.00 0.401
H 7.157 3.500 -5.465 -0.14 -0.01 0.00 0.480
C -1.787 10.837 -4.325 -0.03 -0.06 0.00 -0.461
C -2.659 9.758 -4.434 0.05 0.04 0.02 -0.502
C -2.199 8.470 -4.222 -0.16 0.07 -0.03 -0.486
C -0.863 8.252 -3.910 0.10 0.09 0.00 0.230
C 0.017 9.334 -3.823 -0.07 -0.13 0.00 0.148
C -0.453 10.626 -4.021 -0.10 0.15 -0.04 -0.577
C 1.463 9.119 -3.536 0.25 0.25 0.03 0.669
O 2.224 10.061 -3.456 -0.04 -0.02 -0.01 -0.674
C 1.949 7.725 -3.359 -0.11 -0.09 -0.03 0.261
C 3.302 7.496 -3.144 0.17 -0.07 0.03 -0.828
C 3.764 6.203 -2.964 -0.08 -0.03 0.00 -0.810
C 2.876 5.132 -2.989 0.05 0.24 0.07 -0.304
C 1.527 5.355 -3.208 0.11 -0.15 0.06 -0.806
C 1.060 6.647 -3.401 0.03 0.14 -0.01 0.128
C -0.386 6.863 -3.667 -0.22 -0.32 0.00 0.453
O -1.164 5.928 -3.689 0.03 0.07 0.00 -0.690
H -2.150 11.845 -4.483 0.00 -0.01 0.00 0.401
H -3.699 9.925 -4.684 0.01 0.00 0.01 0.396
H -2.877 7.631 -4.301 0.10 -0.07 0.04 0.468
H 0.226 11.464 -3.941 0.10 -0.09 0.01 0.471
H 3.992 8.328 -3.122 -0.11 0.08 -0.01 0.478
H 4.820 6.026 -2.802 -0.01 0.00 0.00 0.459
H 3.237 4.126 -2.841 -0.03 0.01 0.08 0.845
H 0.840 4.521 -3.231 -0.08 0.08 -0.01 0.695
```
Forces are in eV/Å.

No. 2
The following is a quantum chemistry calculation of a molecular structure, C5H12O2, from OMol25.

Computed properties:
- E_HOMO: -9.6 eV
- ΔE to the lowest compared entry with this formula, charge and spin: 2.2890 eV
- E_LUMO: 0.90 eV

XYZ file:
```
19
Properties=species:S:1:pos:R:3:forces:R:3:mulliken_charge:R:1
C -2.770 0.828 1.307 -0.06 -0.01 -0.02 -1.111
C -1.257 0.675 1.327 -0.07 0.24 0.14 -0.167
O -0.870 -0.660 1.048 -0.11 -0.10 -0.20 -0.497
C 1.664 -0.338 -0.282 -0.06 0.04 0.13 -0.203
C 2.762 -0.469 -1.343 0.38 -0.01 0.13 -0.353
O 1.789 -0.438 -2.404 0.00 0.00 -0.18 -0.440
C 0.726 -0.598 -1.458 -0.35 -0.04 0.14 -0.473
H -3.220 0.109 1.999 0.04 0.13 -0.08 0.269
H -3.163 0.623 0.304 0.04 0.05 0.13 0.325
H -3.081 1.838 1.592 0.08 -0.12 -0.04 0.355
H -0.857 0.893 2.321 -0.08 -0.01 -0.11 0.305
H -0.782 1.381 0.626 -0.09 -0.15 0.08 0.245
H 1.544 0.670 0.121 0.15 -0.17 0.00 0.147
H 1.612 -1.072 0.521 0.21 0.16 -0.07 0.283
H 3.500 0.337 -1.433 -0.18 -0.10 0.02 0.252
H 3.292 -1.431 -1.310 -0.08 0.12 -0.06 0.210
H -1.118 -0.853 0.135 -0.03 -0.05 0.23 0.276
H 0.318 -1.621 -1.475 0.05 0.14 -0.09 0.252
H -0.090 0.126 -1.596 0.16 -0.11 -0.17 0.324
```
Forces are in eV/Å.